Entry 1:
2 unconnected molecules or ions with the total composition C10H15BrNP at a distorted geometry, computed with wB97M-V/def2-TZVPD.

```
28
Properties=species:S:1:pos:R:3:mulliken_charge:R:1
C -0.021 -3.503 -1.356 -0.440
C 0.863 -2.718 -2.015 -0.530
C -0.205 -3.180 -0.016 -0.783
C 1.500 -1.641 -1.386 0.395
C 0.318 -2.082 0.634 -0.530
C 1.338 -1.202 -0.072 0.030
C 0.139 2.740 2.632 -1.299
C -1.987 0.994 -0.963 -1.135
C -0.677 2.243 1.470 -0.118
C -0.513 1.411 -0.898 0.179
N 0.022 1.910 0.298 -0.253
P 2.218 -0.085 1.048 0.015
Br 3.401 1.177 -0.228 -0.168
H -0.462 -4.319 -1.932 0.392
H 1.120 -2.966 -3.049 0.340
H -0.829 -3.827 0.485 0.400
H 2.247 -1.036 -1.907 0.301
H 0.078 -1.898 1.608 0.528
H -0.188 2.297 3.507 0.381
H 1.053 2.330 2.528 0.340
H 0.084 3.780 2.682 0.351
H -2.680 1.858 -1.228 0.265
H -2.112 0.163 -1.715 0.353
H -2.240 0.492 -0.022 0.327
H -1.158 1.318 1.639 0.252
H -1.376 3.080 1.260 0.220
H 0.229 0.576 -1.312 -0.156
H -0.161 2.089 -1.691 0.343
```

Its LUMO energy (alpha / beta) is -1.056 / 0.309 eV. For the HOMO energy (alpha / beta), the calculation gives -8.36 / -7.32 eV. As for the HOMO-LUMO gap (alpha / beta): 7.303 / 7.632 eV. The relative energy (zero: lowest compared OMol25 entry of this formula, charge and spin) is 207.9 kJ/mol. The calculated total energy is -3360.0173 Ha. The charge is 0.


Entry 2:
6 unconnected molecules or ions with the total composition C50H57F9O19 at a distorted geometry, computed with wB97M-V/def2-TZVPD.

```
135
Properties=species:S:1:pos:R:3:mulliken_charge:R:1
C 6.622 1.611 0.211 -0.631
C 7.071 1.789 -1.178 0.035
C 8.184 2.831 -1.640 0.483
O 9.390 2.458 -1.686 -0.584
O 7.910 4.171 -2.039 -0.295
C 7.528 4.245 -3.440 -0.479
C 6.066 4.917 -3.648 -0.670
C 5.065 4.324 -2.545 0.376
C 3.519 4.679 -2.781 -0.881
C 2.509 3.908 -1.761 -0.250
C 3.313 3.210 -0.550 0.853
C 2.380 2.560 0.571 -0.152
C 2.324 3.267 1.978 -0.666
C 1.410 2.593 3.062 -0.658
C 0.612 1.266 2.785 -0.818
C 0.665 0.573 1.409 0.176
C 1.562 1.268 0.314 0.460
C 1.579 0.542 -1.119 0.081
O 2.579 0.463 -1.868 -0.549
C 0.183 -0.153 -1.533 0.362
C -0.284 -0.151 -3.004 0.001
F 0.474 0.453 -4.061 -0.344
C -1.607 -0.868 -3.345 -1.314
C -2.509 -1.605 -2.285 0.933
C -3.812 -2.322 -2.858 -0.860
C -5.199 -1.791 -2.243 -0.561
C -5.266 -0.206 -1.989 -0.843
C -5.288 0.093 -0.412 -0.137
C -6.254 1.284 0.041 -0.684
C -6.201 1.593 1.625 -0.626
C -5.876 0.317 2.539 -0.050
C -5.685 0.691 4.117 0.122
C -4.105 1.051 4.277 -0.856
C -2.034 -1.599 -0.809 0.582
C -2.881 -2.361 0.321 -0.215
C -2.678 -3.958 0.026 -0.150
C -1.554 -4.629 0.928 0.787
F -0.259 -4.321 0.410 -0.236
F -1.597 -4.282 2.294 -0.231
F -1.730 -6.056 0.823 -0.303
C -0.692 -0.870 -0.438 0.488
C -0.110 -0.795 1.048 0.256
O -0.180 -1.707 1.904 -0.520
H 7.118 0.827 0.892 0.273
H 5.755 2.202 0.668 0.152
H 6.543 1.147 -1.973 0.347
H 8.267 4.927 -3.985 0.285
H 7.569 3.205 -3.924 0.305
H 5.629 4.664 -4.684 0.316
H 6.225 6.057 -3.556 0.324
H 5.418 4.708 -1.527 0.095
H 5.162 3.172 -2.568 -0.070
H 3.302 5.799 -2.696 0.227
H 3.248 4.360 -3.852 0.343
H 1.972 3.085 -2.349 0.059
H 1.721 4.607 -1.311 0.367
H 3.945 2.347 -0.986 0.021
H 4.031 3.933 -0.029 -0.212
H 2.928 4.215 2.165 0.349
H 1.374 3.130 4.079 0.295
H -0.009 0.831 3.634 0.412
H -1.910 -0.879 -4.457 0.288
H -3.859 -2.146 -3.998 0.463
H -3.749 -3.448 -2.683 0.146
H -6.016 -2.030 -3.029 0.408
H -5.444 -2.438 -1.336 0.334
H -4.419 0.353 -2.523 0.471
H -6.243 0.180 -2.476 0.329
H -5.688 -0.862 0.100 0.121
H -4.210 0.286 -0.082 0.331
H -7.350 1.050 -0.220 0.191
H -6.005 2.288 -0.482 0.318
H -7.259 1.950 1.932 0.259
H -5.475 2.422 1.921 0.277
H -6.705 -0.477 2.454 0.329
H -4.895 -0.226 2.253 -0.286
H -5.838 -0.295 4.699 -0.191
H -6.377 1.529 4.459 0.362
H -3.758 1.450 3.257 0.284
H -3.904 1.863 5.052 0.356
H -3.461 0.118 4.489 0.061
H -2.558 -2.118 1.386 0.548
H -4.005 -2.184 0.258 -0.426
H -3.694 -4.447 0.284 0.413
H -2.542 -4.100 -1.097 -0.501
O 4.834 5.340 0.931 -0.560
C 5.493 5.332 1.932 0.559
O 4.993 5.573 3.177 -0.317
C 6.053 5.338 4.093 -0.478
C 7.264 5.528 3.236 0.270
F 8.279 4.733 3.645 -0.295
O 6.830 5.087 1.965 -0.166
H 5.972 4.322 4.490 0.307
H 6.017 6.043 4.925 0.262
H 7.609 6.564 3.168 0.291
O -2.429 -6.017 -5.618 -0.533
C -1.578 -5.890 -4.788 0.582
O -1.780 -5.310 -3.570 -0.228
C -0.572 -5.473 -2.838 -0.236
C 0.441 -5.644 -3.923 0.362
F 1.449 -6.455 -3.525 -0.286
O -0.287 -6.298 -4.944 -0.321
H -0.654 -6.354 -2.194 0.251
H -0.371 -4.600 -2.213 0.075
H 0.851 -4.705 -4.308 0.303
O -6.558 -2.363 6.238 -0.500
C -5.421 -2.496 6.584 0.571
O -4.397 -1.696 6.170 -0.153
C -3.248 -2.096 6.903 -0.459
C -3.583 -3.503 7.283 0.327
F -3.030 -3.830 8.475 -0.292
O -4.988 -3.470 7.433 -0.343
H -3.125 -1.442 7.771 0.279
H -2.349 -2.034 6.287 0.272
H -3.311 -4.249 6.531 0.274
O -8.052 -1.374 -0.441 -0.492
C -8.779 -1.769 -1.305 0.589
O -9.795 -1.036 -1.844 -0.312
C -10.324 -1.802 -2.918 -0.454
C -9.925 -3.194 -2.544 0.308
F -9.698 -3.947 -3.647 -0.293
O -8.699 -3.008 -1.866 -0.237
H -9.871 -1.471 -3.857 0.272
H -11.406 -1.683 -2.988 0.276
H -10.635 -3.705 -1.887 0.290
O 8.558 -3.678 -0.131 -0.522
C 9.193 -2.764 -0.569 0.654
O 9.061 -1.472 -0.154 -0.278
C 10.075 -0.727 -0.815 0.101
C 10.361 -1.569 -2.016 0.329
F 11.660 -1.463 -2.388 -0.285
O 10.133 -2.884 -1.549 -0.313
H 10.941 -0.627 -0.154 0.219
H 9.720 0.270 -1.080 -0.166
H 9.713 -1.365 -2.873 0.294
```

Its LUMO energy is -1.451 eV. For the HOMO energy, the calculation gives -7.95 eV. As for the HOMO-LUMO gap: 6.502 eV. The calculated total energy is -4267.2630 Ha. The charge is 0.


Entry 3:
4 unconnected molecules or ions with the total composition C2H7NO5 at a distorted geometry, computed with wB97M-V/def2-TZVPD.

```
15
Properties=species:S:1:pos:R:3:mulliken_charge:R:1
O 0.449 -1.598 -0.618 -0.294
C -0.569 -0.941 -0.660 0.290
N -1.545 -1.144 0.250 -0.238
C -1.212 -0.312 1.329 0.375
O -0.446 -0.536 2.211 -0.372
O -1.132 1.527 0.405 -0.657
H 1.256 -1.136 -1.233 0.453
H -1.798 0.667 1.341 0.248
H -0.794 -0.397 -1.582 0.394
H 2.754 -0.526 -2.467 0.234
H 0.263 1.382 0.854 0.445
O 1.801 -0.675 -2.336 -0.821
H -1.331 2.444 0.165 0.277
H 1.106 0.233 1.434 0.327
O 1.196 1.013 0.908 -0.662
```

Its LUMO energy is -5.083 eV. For the HOMO energy, the calculation gives -9.36 eV. As for the HOMO-LUMO gap: 4.275 eV. The relative energy (zero: lowest compared OMol25 entry of this formula, charge and spin) is 979.0 kJ/mol. The calculated total energy is -511.0319 Ha. The charge is 0.